{"formula": "C40H41Cl3IN6O4SSeTc", "method": "ωB97M-V/def2-TZVPD", "spin_multiplicity": 4, "max_force_ev_per_a": 2.47, "s_squared": 3.78, "de_lowest_kj_mol": 149.2, "homo_energy_ev": [-10.60, -10.60], "charge": 1, "e_tot_ev": -183318.5604, "homo_lumo_gap_ev": [8.1, 5.7], "symbols": ["Tc", "O", "S", "C", "C", "C", "C", "C", "C", "C", "C", "C", "C", "C", "C", "H", "H", "H", "H", "H", "H", "H", "H", "H", "H", "C", "C", "C", "C", "C", "O", "C", "C", "C", "C", "C", "C", "Cl", "C", "C", "C", "N", "C", "N", "C", "N", "H", "H", "H", "H", "H", "H", "H", "H", "H", "H", "H", "H", "H", "H", "H", "H", "H", "H", "H", "H", "H", "H", "Cl", "C", "Cl", "C", "O", "O", "H", "Se", "C", "C", "C", "C", "C", "C", "H", "H", "H", "H", "H", "N", "C", "I", "C", "C", "N", "N", "C", "H", "H", "H"], "positions_angstrom": [[0.112, -0.300, -0.084], [-0.671, -0.754, 1.820], [-1.877, 0.093, 2.188], [-2.560, -0.712, 3.640], [-1.782, -1.448, 4.512], [-2.379, -2.028, 5.618], [-3.740, -1.875, 5.835], [-4.510, -1.131, 4.955], [-3.921, -0.544, 3.849], [-1.110, 1.438, 3.103], [0.140, 1.245, 3.660], [0.763, 2.305, 4.294], [0.135, 3.539, 4.362], [-1.128, 3.714, 3.818], [-1.755, 2.659, 3.176], [-0.730, -1.573, 4.314], [-1.780, -2.599, 6.309], [-4.201, -2.341, 6.692], [-5.569, -1.012, 5.125], [-4.496, 0.037, 3.143], [0.613, 0.275, 3.596], [1.734, 2.166, 4.741], [0.624, 4.364, 4.852], [-1.623, 4.669, 3.895], [-2.731, 2.774, 2.732], [4.409, -1.594, -6.936], [3.737, -0.231, -7.128], [4.807, 0.867, -7.036], [3.166, -0.172, -8.554], [2.600, 0.026, -6.061], [1.937, 1.237, -6.335], [1.617, -1.171, -6.027], [0.211, -0.940, -5.441], [-0.610, 0.125, -6.112], [-0.986, 0.007, -7.448], [-1.790, 0.956, -8.049], [-2.231, 2.045, -7.310], [-3.258, 3.221, -8.045], [-1.862, 2.185, -5.980], [-1.062, 1.225, -5.392], [3.277, 0.260, -4.685], [2.363, 0.516, -3.612], [1.847, -0.341, -2.735], [1.055, 0.326, -1.886], [1.142, 1.614, -2.321], [1.927, 1.741, -3.351], [5.234, -1.684, -7.639], [3.721, -2.412, -7.125], [4.820, -1.708, -5.936], [5.402, 0.870, -7.945], [5.485, 0.699, -6.204], [4.341, 1.844, -6.936], [3.961, -0.403, -9.257], [2.800, 0.825, -8.792], [2.369, -0.892, -8.720], [1.512, 1.175, -7.197], [2.082, -1.987, -5.472], [1.476, -1.512, -7.052], [0.253, -0.729, -4.373], [-0.315, -1.893, -5.551], [-0.665, -0.847, -8.025], [-2.084, 0.851, -9.082], [-2.202, 3.038, -5.415], [-0.787, 1.335, -4.353], [3.878, 1.164, -4.780], [3.895, -0.596, -4.418], [2.043, -1.395, -2.687], [0.630, 2.441, -1.871], [-0.327, 4.557, 0.435], [-1.753, 3.783, -0.260], [-1.694, 3.840, -2.037], [-1.793, 2.275, 0.077], [-2.879, 1.725, 0.137], [-0.666, 1.741, 0.241], [-2.647, 4.313, 0.069], [-2.110, -0.806, -0.902], [-3.129, -1.706, -2.257], [-3.919, -0.916, -3.090], [-4.816, -1.513, -3.953], [-4.936, -2.895, -3.979], [-4.131, -3.679, -3.166], [-3.228, -3.094, -2.297], [-3.837, 0.160, -3.037], [-5.435, -0.899, -4.588], [-5.668, -3.358, -4.621], [-4.221, -4.754, -3.195], [-2.612, -3.698, -1.648], [1.677, -3.009, -0.624], [1.080, -2.046, -0.424], [5.666, 1.025, 2.556], [3.741, 1.083, 1.761], [2.943, 2.207, 1.646], [1.807, 1.809, 1.066], [1.822, 0.499, 0.804], [2.996, 0.035, 1.214], [3.126, 3.222, 1.934], [0.967, 2.356, 0.860], [3.252, -1.000, 1.094]], "mulliken_spin": [2.219, -0.001, 0.024, 0.005, -0.001, 0.000, 0.000, 0.000, -0.002, 0.010, 0.001, 0.000, 0.000, 0.001, -0.002, 0.001, 0.000, 0.000, 0.000, -0.001, -0.001, 0.001, 0.000, 0.000, -0.001, 0.000, 0.000, 0.000, 0.000, 0.001, 0.000, -0.001, 0.006, 0.000, 0.000, 0.000, 0.000, 0.000, 0.001, -0.010, 0.001, 0.002, 0.036, -0.060, 0.011, -0.001, 0.000, 0.000, 0.000, 0.000, 0.000, 0.000, 0.000, 0.000, 0.000, 0.000, 0.000, 0.000, -0.006, 0.001, 0.000, 0.000, 0.000, 0.006, 0.000, 0.000, -0.001, 0.011, 0.001, 0.000, 0.002, -0.043, 0.049, 0.018, -0.001, 0.633, 0.063, 0.025, 0.003, 0.003, 0.001, 0.005, -0.009, 0.000, 0.000, 0.001, -0.004, 0.109, -0.129, 0.000, 0.001, 0.026, 0.023, -0.036, 0.022, 0.001, -0.006, -0.002]}

---

{"formula": "C40H41N2O4", "method": "ωB97M-V/def2-TZVPD", "smiles": "C=C[C@H]1CN2CC[C@H]1C[C@H]2[C@H](O)c1cc[n+]([C@H](c2ccc(OC)cc2)c2ccc(Oc3ccccc3)cc2)c2ccc(OC)cc12", "max_force_ev_per_a": 2.42, "homo_energy_ev": -10.93, "charge": 1, "e_tot_ev": -53306.3939, "homo_lumo_gap_ev": 7.2, "symbols": ["C", "C", "C", "C", "N", "C", "C", "C", "C", "C", "C", "O", "C", "C", "C", "N", "C", "C", "C", "C", "C", "O", "C", "C", "C", "C", "C", "C", "C", "O", "C", "C", "C", "C", "C", "C", "C", "C", "C", "C", "C", "C", "O", "C", "C", "C", "H", "H", "H", "H", "H", "H", "H", "H", "H", "H", "H", "H", "H", "H", "H", "H", "H", "H", "H", "H", "H", "H", "H", "H", "H", "H", "H", "H", "H", "H", "H", "H", "H", "H", "H", "H", "H", "H", "H", "H", "H"], "positions_angstrom": [[1.068, 6.885, 5.042], [1.056, 6.309, 3.828], [-0.195, 5.785, 3.148], [0.142, 4.826, 2.017], [-0.651, 3.541, 2.140], [-2.158, 3.858, 2.229], [-2.483, 4.796, 3.365], [-1.188, 5.130, 4.161], [-0.643, 3.773, 4.653], [-0.233, 2.919, 3.458], [-0.885, 1.516, 3.595], [-0.288, 0.938, 4.724], [-0.764, 0.629, 2.351], [0.342, 0.755, 1.547], [0.581, -0.197, 0.537], [-0.234, -1.210, 0.246], [0.031, -2.079, -1.211], [0.743, -3.364, -0.837], [0.448, -3.887, 0.424], [0.901, -5.125, 0.858], [1.766, -5.888, 0.068], [2.143, -7.119, 0.526], [3.221, -7.828, -0.148], [2.127, -5.378, -1.193], [1.621, -4.142, -1.615], [0.697, -1.347, -2.362], [-0.082, -0.461, -3.125], [0.443, 0.130, -4.302], [1.745, -0.165, -4.721], [2.232, 0.410, -5.901], [2.300, -0.315, -7.156], [1.635, 0.302, -8.198], [1.621, -0.292, -9.476], [2.354, -1.453, -9.687], [3.082, -2.029, -8.663], [3.082, -1.469, -7.355], [2.549, -0.966, -3.933], [2.047, -1.459, -2.706], [-1.440, -1.263, 1.021], [-2.477, -2.167, 0.705], [-3.674, -2.234, 1.378], [-3.924, -1.406, 2.519], [-5.165, -1.530, 3.071], [-5.427, -0.566, 4.141], [-2.896, -0.526, 2.939], [-1.701, -0.401, 2.132], [2.009, 7.254, 5.483], [0.155, 7.073, 5.632], [1.979, 6.231, 3.236], [-0.734, 6.630, 2.692], [1.197, 4.518, 2.014], [-0.073, 5.265, 1.039], [-2.674, 2.896, 2.345], [-2.464, 4.254, 1.253], [-3.216, 4.332, 4.027], [-2.935, 5.710, 2.967], [-1.384, 5.784, 5.012], [-1.462, 3.237, 5.173], [0.209, 3.828, 5.331], [0.868, 2.807, 3.382], [-1.957, 1.710, 3.797], [-0.620, 0.023, 4.824], [1.031, 1.557, 1.719], [1.489, -0.127, -0.047], [-1.119, -2.188, -1.383], [-0.158, -3.312, 1.094], [0.597, -5.509, 1.827], [3.423, -8.674, 0.489], [2.916, -8.168, -1.147], [4.115, -7.192, -0.229], [2.777, -5.992, -1.810], [1.969, -3.839, -2.635], [-1.072, -0.171, -2.802], [-0.129, 0.860, -4.862], [1.136, 1.242, -7.982], [1.032, 0.187, -10.246], [2.333, -1.905, -10.679], [3.672, -2.932, -8.835], [3.698, -1.890, -6.552], [3.569, -1.131, -4.255], [2.773, -1.926, -2.053], [-2.299, -2.810, -0.159], [-4.473, -2.918, 1.036], [-6.447, -0.799, 4.416], [-4.762, -0.718, 5.014], [-5.374, 0.487, 3.783], [-3.065, 0.079, 3.857]], "lowdin_charge": [0.018, -0.132, -0.275, -0.128, -0.085, -0.137, -0.137, -0.234, -0.088, -0.251, -0.322, 0.025, -0.065, 0.054, 0.011, 0.077, -0.043, -0.180, -0.034, 0.021, -0.266, -0.080, -0.044, 0.004, -0.026, -0.208, -0.002, 0.033, -0.243, -0.016, -0.213, -0.013, -0.062, -0.101, -0.077, 0.001, 0.022, -0.039, -0.118, -0.012, 0.046, -0.245, -0.064, -0.041, 0.069, -0.074, 0.064, 0.066, 0.105, 0.146, 0.114, 0.123, 0.100, 0.120, 0.112, 0.116, 0.129, 0.125, 0.125, 0.151, 0.121, 0.119, 0.116, 0.142, 0.153, 0.091, 0.125, 0.089, 0.095, 0.100, 0.107, 0.123, 0.116, 0.123, 0.120, 0.105, 0.109, 0.108, 0.107, 0.122, 0.117, 0.112, 0.143, 0.092, 0.104, 0.108, 0.111]}

---

> Look up the charge of the first one.

+1